1.
DFT (the ωB97M-V functional and the def2-TZVPD basis) results for 7 unconnected molecules or ions with the total composition C59H139F2N3O7P3S2.

LUMO (eV): -4.9
HOMO level (eV): -8.96
Kohn-Sham gap (Eh): 0.149
Relative energy (zero: lowest compared OMol25 entry of this formula, charge and spin) (kJ/mol): 526.8

The geometry in ORCA input format:
```
! wB97M-V def2-TZVPD RIJCOSX def2/J DEFGRID3
* xyz 3 1
H 5.71084 2.49481 -12.96451
H -5.29858 -3.20764 -12.31604
H 6.22149 -12.05004 -13.67393
C 11.25128 2.18158 -29.58647
C 5.70675 -13.28075 -17.54651
H 9.73918 1.72588 -27.13459
H 1.72171 -4.14311 -11.60509
H 6.61695 -1.93804 -25.05540
C -1.47331 -1.82182 -16.70957
H 6.93069 -14.07817 -12.42699
H -1.46646 -2.90140 -16.85977
H -4.32010 -6.72593 -13.26973
H 9.22340 -4.79162 -17.91486
H -0.94058 -3.35400 -13.22276
H 11.82708 5.19188 -23.86070
C 10.38778 3.29795 -29.04524
H 7.57192 -15.00377 -16.40964
H 5.23441 -0.82190 -25.37579
C 4.60858 -6.00761 -15.39604
H 9.36924 -16.07829 -14.74340
H 6.33055 -15.20450 -15.20332
H 7.93117 2.22610 -23.44742
H 4.41666 -11.80223 -12.09375
C 10.16549 -15.50141 -12.86411
H 10.97738 -14.28053 -16.08092
C 12.05346 0.71797 -25.18889
H 10.65703 4.17275 -29.63713
C -8.23684 -5.33815 -12.47407
C 10.49115 -17.99221 -12.87185
H 11.37487 1.44511 -28.79247
S 11.33094 0.13415 -11.20555
C 7.02668 -14.47938 -15.62489
H 7.57014 0.85036 -25.71068
H 7.38408 -11.71347 -10.92414
H 5.11675 -15.30014 -17.14992
H 10.97039 8.89214 -24.04728
C 3.59752 -5.29889 -17.68012
H 9.32981 3.13204 -29.24840
C 11.67186 2.10474 -24.71697
H -1.61158 -6.36924 -14.61707
H 8.67372 -0.27513 -24.93795
H -8.81602 -5.33591 -11.55068
C 11.23723 -16.62914 -13.00196
C 5.97736 -1.15375 -24.65053
C 5.18867 3.22301 -16.04032
H 9.05327 -2.92713 -16.41969
C 7.70990 -13.41179 -12.79696
O 4.63305 -3.71107 -16.03889
H 9.07322 -11.94759 -15.21350
C -3.65397 -6.17919 -13.93716
N 6.05175 2.23843 -13.88001
H 6.15977 5.63099 -14.98559
H 9.57654 7.06340 -24.79055
P -3.69307 -4.45831 -13.36323
C 10.27870 -4.94390 -17.68846
O 6.75153 5.00871 -13.16631
H -0.47390 -1.56576 -16.35785
C 5.91662 4.86007 -14.25438
C 12.21460 -4.10068 -16.28271
H 13.71128 -0.40101 -26.03255
H -1.42615 -1.43193 -17.72636
H 4.78223 -5.98976 -14.32011
H 8.66173 3.01809 -26.78017
H 3.03168 -6.22802 -17.74829
N 10.05995 -2.87773 -16.35459
H 5.59982 1.44226 -14.30660
H 6.21740 0.59985 -23.42469
C 9.70828 2.72448 -26.69876
H -4.10623 -6.19575 -14.92876
H -1.74646 -6.75783 -12.92458
H 6.73084 -12.27523 -16.16605
H 8.16620 -16.14977 -13.33221
O 11.28682 0.68749 -9.88476
H -2.72220 -8.86652 -13.51404
F 9.25685 -2.98068 -11.35565
H 9.54207 -14.08260 -16.87147
H -2.46874 -4.04461 -15.40283
H 7.81793 -11.29185 -13.44407
H 4.96042 -11.37107 -10.44802
C 3.94788 -4.88141 -16.17711
H 10.11982 -18.35893 -11.91490
H -0.61548 -4.84460 -12.40939
H 13.16760 0.96135 -27.81913
H -7.41301 -6.01302 -12.24177
H -3.94632 -1.48838 -14.34156
C 13.61213 1.47263 -26.96526
C 9.84599 4.40377 -24.13670
N 10.13703 -0.60697 -11.79552
H 12.23283 2.94636 -25.12330
H 9.24160 1.15720 -23.17018
H 12.10076 7.79894 -25.00779
C 4.71073 -14.40090 -17.61317
H -6.31360 -3.38475 -14.59104
H 9.76318 4.35505 -23.05094
C 8.96939 -15.61644 -13.84069
H 12.23134 2.49049 -29.95001
C -3.02533 -1.93960 -14.71073
C -2.84745 -8.51648 -15.80085
H 4.47964 -5.47561 -18.29554
H 10.42807 -2.23416 -17.04043
H -6.42517 -5.06468 -14.48353
H 11.73474 -16.57638 -13.97035
H 7.30627 -0.65852 -23.10804
C -0.25402 -3.10976 -11.22617
H 9.99732 -15.34258 -11.79894
H 10.47528 -13.69113 -19.06020
H 11.34959 0.35753 -25.93905
H 5.57352 -6.11975 -15.89042
C -2.59137 -3.97397 -11.95912
C -6.50554 -4.17249 -13.86254
H -3.04110 -3.05145 -11.59195
C 1.28911 -3.15096 -11.47633
H 9.62976 -18.13586 -13.52412
H -3.91438 -8.29876 -15.75235
H 8.86420 4.73029 -24.47960
H 13.37043 -5.35039 -14.39386
H 5.31725 -13.04880 -15.52675
H 11.30593 5.54852 -25.44813
H 10.77810 -4.42291 -18.50531
H 10.27939 -4.80477 -15.57509
C -2.31515 -8.33126 -14.37189
H 5.15936 -13.00301 -11.05054
C 9.60428 -12.89085 -15.08572
H 10.63200 -14.58242 -13.21897
H 12.60193 -3.47846 -17.08951
C 7.04863 6.36338 -12.80936
H 11.60686 3.66298 -27.28433
O 11.42690 -2.69607 -10.31912
C 13.45898 0.62376 -25.76001
H 7.35039 6.87441 -13.72363
C -5.39547 -4.17095 -12.81678
H 1.69475 -2.59626 -12.32242
H -2.74799 -4.54420 -11.04347
H 7.88051 6.36903 -12.10506
C 6.62401 -11.48569 -11.67149
H -0.45359 -2.04494 -11.10608
H 10.37775 -12.75318 -14.33014
H -5.69159 -4.84955 -12.01684
C 7.98569 0.54892 -24.74914
C -3.29395 -3.53341 -14.90705
O 12.76083 -5.37577 -16.24492
C 8.68729 1.64304 -23.97318
O 9.41939 -1.55122 -9.36068
H 10.16733 4.66074 -27.51111
H 3.89503 -14.07032 -16.97018
H 5.25398 -12.32020 -17.79235
H 11.18004 -18.81237 -13.07396
C -1.06656 -3.86259 -12.26695
C 10.39114 6.82505 -24.10666
F 11.06528 1.49533 -12.02779
H -0.50977 -3.48186 -10.23409
H 10.19144 -2.51356 -15.42173
H 2.97907 -4.79727 -15.68475
H 5.16014 4.02713 -16.77563
H 12.19487 7.74383 -23.31666
H 11.99810 -16.56231 -12.22433
O 12.61927 -0.29323 -11.76647
H 5.35500 -1.61416 -23.88320
H 9.96199 -11.77857 -17.64896
H 4.19726 3.09722 -15.60514
H 6.93666 1.85377 -13.58152
H 10.70974 1.63874 -30.36117
C 10.79701 -12.41904 -17.36499
C -2.60728 -1.20232 -16.02909
H 11.86989 -6.51171 -14.59939
C 6.21076 -13.23222 -16.12349
H 1.75662 -2.67039 -10.61691
C 6.11205 3.44114 -14.85604
C 12.81662 -6.10400 -14.95375
H 8.50548 -13.42999 -12.05208
C 7.11295 -12.02239 -13.04731
H -7.70393 -3.19909 -12.46215
H 6.19757 6.80417 -12.29023
H 6.41665 -13.30076 -18.37341
H 10.60143 -5.97915 -17.79886
H -2.41737 -7.79216 -16.49258
H 11.80897 2.26487 -23.64756
H 5.47731 2.30844 -16.55833
H 11.85395 0.07398 -24.33240
H 3.11303 -4.41489 -18.09474
H -2.64757 -9.53870 -16.12213
C 5.19021 -11.95279 -11.34071
H 13.54548 -6.90615 -15.06953
H 7.15794 3.18220 -15.02092
H -8.54685 -3.54902 -13.89581
S 10.22689 -1.86735 -10.56039
H 4.88547 5.01152 -13.93515
C 10.93684 5.46823 -24.42567
H 13.20541 2.48344 -26.99564
C -7.85549 -4.00106 -13.18463
C 6.86316 -0.11117 -23.94000
P 8.30276 -14.09610 -14.33677
H 6.62434 -10.39601 -11.69809
H 12.14243 -13.78247 -18.52242
H -2.21950 -1.75012 -14.00163
H 14.29848 0.93874 -25.14022
H -1.30966 -8.75131 -14.34637
H 10.08415 6.77452 -23.06200
H -3.46724 -1.09346 -16.68993
H 4.03492 -6.92565 -15.52338
C 10.28691 -13.48126 -16.35020
H 11.64351 -11.83801 -16.99899
P 9.95994 2.63152 -24.91200
C 11.32073 -13.09378 -18.71893
H -2.42181 -0.14493 -15.84034
H -8.90276 -5.84365 -13.17344
C -2.22068 -6.91157 -13.89390
C 10.71390 -4.24045 -16.40022
H -4.14176 -3.73368 -15.56220
H 12.43502 -3.51551 -15.38992
C 11.48276 7.93282 -24.11995
H 14.65344 1.63169 -27.24540
H 4.32245 -14.49164 -18.62762
C 10.56007 3.64684 -27.58773
H 11.46312 -12.31519 -19.46834
*
```

---

2.
DFT (the ωB97M-V functional and the def2-TZVPD basis) results for 16 unconnected molecules or ions with the total composition C48H80Cl16O24.

LUMO (eV): -0.2
HOMO level (eV): -9.80
Kohn-Sham gap (Eh): 0.353
Relative energy (zero: lowest compared OMol25 entry of this formula, charge and spin) (kJ/mol): 42.7

The geometry in ORCA input format:
```
! wB97M-V def2-TZVPD RIJCOSX def2/J DEFGRID3
* xyz 0 1
O 1.35652 3.58810 3.14359
C 1.90798 -3.03496 -4.07235
O 3.66310 -4.50954 -1.35420
H 2.98515 -2.89196 -3.98659
Cl -4.06054 2.38472 -4.65130
H -3.89494 -0.51426 -2.40482
H 2.23973 2.66809 -4.68126
H -5.81771 1.97271 5.33497
O -4.24415 -4.25685 -0.18040
C 3.69523 1.05881 2.11811
C -5.33062 2.76585 4.76773
H 5.58288 -3.67617 2.68656
C 5.43035 1.04175 3.48435
Cl -0.12765 -4.94497 -4.40748
H -1.98105 8.26124 0.85645
H 2.88361 1.63279 -6.97288
C 1.86705 1.69254 -4.99353
C -2.95538 2.94087 -3.40780
H -3.32016 -5.52397 -1.75333
Cl -2.96673 0.08285 -7.44255
H 7.52209 -2.51137 -0.57609
O -5.96203 -5.72487 -0.36783
C -1.32759 -5.79841 -0.86409
H -7.20990 2.78266 3.61948
C -3.68839 -3.43912 0.81496
H 1.41447 -0.02631 -1.85962
H -2.39711 2.01749 -3.25354
O -2.10703 -6.80793 -2.78632
C -2.74804 6.40310 -0.01341
H 6.57926 0.78341 1.72887
O 5.57102 -1.11267 -1.53794
Cl 1.95425 3.48746 -1.72693
H -0.38578 -3.09388 4.59073
H 5.84610 3.58017 2.80426
H 0.23162 2.26597 0.55234
H -2.41366 -0.00074 -4.36912
C -1.94022 4.07707 -3.83987
C -0.30004 0.88376 -0.98980
C 4.73161 -0.52800 -2.35397
Cl -2.79451 4.67314 0.50825
C -2.29005 -5.65026 -2.08650
H 4.57352 -2.52234 3.63622
H 2.50002 0.95519 -4.49984
H 2.14190 -4.89179 -5.17511
C 5.94022 1.51961 2.21647
O 4.94614 -1.01492 -3.59490
O -4.15062 2.16334 4.27113
C -2.17561 -0.87505 -4.97492
Cl -2.72994 5.66907 -3.74939
C 1.88876 1.51684 -6.54285
H -3.58819 -2.38501 0.55630
H 1.45742 0.01218 -0.03086
C 1.76144 4.01089 4.30833
H -2.72763 -3.78139 1.19953
C -5.01190 3.93708 5.74096
C 0.84944 -0.09047 -0.92972
Cl -1.41731 -1.55059 2.29039
C -4.34783 1.87603 2.98955
H 6.70904 3.36411 1.30374
C -0.31459 3.38505 4.64304
H 6.01860 0.14912 3.69712
H -2.66911 7.11287 2.07155
C 1.88941 4.93196 -0.68146
O -3.50232 1.27089 2.28733
H -5.16480 -2.69323 2.20482
O 2.93044 4.18968 4.60490
H 4.03431 5.00560 -0.69351
O 4.09735 0.72747 3.27303
H -0.80284 -0.09680 -6.57707
H 1.46796 -2.93906 1.41422
Cl 1.23547 -1.58554 4.13496
H -3.78284 6.72323 -0.13513
C -6.15407 3.03972 3.53446
C 3.23389 5.18041 0.02542
C 1.59076 -4.54913 -4.29936
H -5.02674 -1.70198 -1.75802
H 5.20800 -2.15114 2.03606
H -2.48466 3.96793 4.66481
C 6.52584 2.91027 2.27768
H 7.72407 -3.41421 -2.01597
H -4.08135 3.74639 6.27557
H -6.09941 4.10551 3.31262
H -3.49938 3.05410 -2.47006
Cl -6.20331 0.21219 -2.53562
H -0.67830 2.56188 5.25801
H -4.76887 -4.17269 4.09533
H -1.42861 -0.10650 4.13056
H 6.53163 -1.80106 -4.39101
C -5.30182 -4.86627 0.23029
O -5.46227 -4.74289 1.55565
O -1.10538 -7.20879 -0.85817
Cl -5.90651 -0.75874 0.65250
H 5.49349 1.82692 4.23775
Cl 0.75945 2.58501 -7.40590
C 3.47018 -3.97200 -0.25027
H -1.49027 3.89351 -4.81556
H -3.62446 -0.41580 0.00251
H 5.31792 -2.95152 -3.62952
Cl -0.45044 6.60769 1.41822
C -4.78544 -0.63948 -1.78884
H -2.37721 -1.58168 4.46940
H -1.54880 4.82852 5.66635
C -0.35916 -2.00932 4.69624
C 0.07855 -5.14451 -0.90663
O 0.80630 3.92265 5.22785
C 6.60984 -1.74669 -2.23624
H 2.98873 -4.15009 2.72793
H 0.05585 -4.07481 -1.11483
C 3.54329 -3.58134 1.98154
C -1.47837 4.38677 4.67237
O 4.72085 1.58702 1.47014
H 7.36221 -0.97059 -2.37655
C -4.00908 -4.19736 3.31417
Cl 1.40049 -2.07666 -5.47978
O -1.34146 -8.99977 -2.30371
H 1.57468 0.52401 -6.86494
C 5.88416 -2.02417 -3.54300
C 0.06610 3.04439 3.23923
H -5.83096 3.89774 6.45907
O 3.90820 -4.42917 0.87740
C -1.70916 -0.68897 -6.45052
H 2.52405 -1.62537 1.68731
H 1.44058 -2.75691 -3.12772
H 7.52555 2.91249 2.71206
O 0.24078 -1.34273 -1.03668
H 0.14019 1.96082 3.14708
H -1.81577 -5.41655 0.03255
H -2.21951 6.43828 -0.96605
H 0.76254 -5.61707 -1.61159
O 2.52510 0.88766 1.72132
Cl 3.23464 6.81211 0.82565
C -0.56866 1.55884 0.33417
H -1.48946 -1.63460 -6.94614
C -1.42964 -7.76382 -2.05999
H -1.16591 4.08134 -3.07272
H -1.50615 2.10497 0.43874
O -1.82739 -2.10551 -1.75314
H -3.16555 -3.60615 3.67058
Cl 0.28473 1.39810 -4.44341
H 1.06136 4.77882 0.01063
H -1.43944 -1.34469 -4.32256
Cl -3.63973 -1.89696 -4.88040
C 6.96148 -2.91209 -1.42063
C -4.59824 -0.09563 -0.36810
C 4.77823 -2.94174 2.65118
H -4.54891 0.99246 -0.32656
H -0.66095 0.93573 1.22372
C -1.44604 -1.19383 4.05637
C -1.05741 -1.20259 -1.36588
H 6.18918 -3.62014 -1.12009
O 2.84253 -2.83885 -0.11683
H -0.31693 -1.90040 5.77996
H -0.52799 3.63756 2.54404
H -1.37928 5.23302 3.99256
H 3.30876 4.43574 0.81786
C -4.63948 -3.63255 2.03217
C -2.09720 7.21784 1.14958
H -2.08249 -4.80405 -2.74145
H 2.00289 -5.11522 -3.46402
H -3.62572 -5.21255 3.21153
H 0.63308 -5.26967 0.02338
H -0.14619 1.76469 -1.61302
H -5.11305 4.90193 5.24400
O -5.49462 2.28826 2.50501
O 3.96043 0.37881 -2.05493
C 2.50265 -2.63022 1.26550
H 1.63433 5.79136 -1.30149
O -1.45507 0.12147 -1.31416
*
```

---

3.
DFT (the ωB97M-V functional and the def2-TZVPD basis) results for a molecular structure, C4H6NO2.

LUMO (alpha / beta) (eV): 4.2 / 3.0
HOMO level (alpha / beta) (eV): 0.46 / -3.16
Kohn-Sham gap (alpha / beta) (Eh): 0.137 / 0.227
Relative energy (zero: lowest compared OMol25 entry of this formula, charge and spin) (kJ/mol): 462.9

The geometry in ORCA input format:
```
! wB97M-V def2-TZVPD RIJCOSX def2/J DEFGRID3
* xyz -1 3
O -0.17604 -1.17505 1.54200
H 1.43518 -0.93565 0.31360
C 0.55998 -0.36224 0.64794
N 0.01057 1.52661 0.05355
C -0.25042 0.33649 -0.42024
O -0.26423 2.73236 -0.22470
H -1.07986 -1.16769 1.20196
C -1.49164 -0.52044 -1.78636
H -0.71429 -1.16044 -2.26150
H -1.60862 0.35419 -2.45802
H 0.51866 1.30398 2.14966
H 1.92584 1.38429 1.04399
C 0.88496 1.06060 1.14950
*
```